# 1
134
Properties=species:S:1:pos:R:3:mulliken_charge:R:1 method="wB97M-V/def2-TZVPD" e_tot_ha=-7974.61233 orbital_gap_ev=8.3
C -0.104 -4.165 3.682 -1.49
C 0.812 -3.087 3.132 -0.09
O 0.110 -1.841 3.128 -0.53
B 0.223 -0.971 2.090 1.78
O 1.441 -0.828 1.482 -0.65
C -1.065 -0.141 1.562 -3.06
N -2.053 -1.071 1.009 0.94
C -1.406 -2.167 0.351 -1.26
C -0.664 -1.942 -0.791 0.94
C -0.026 -3.006 -1.393 -0.82
C -0.176 -4.268 -0.863 -0.24
C -0.960 -4.398 0.264 -1.01
N -1.562 -3.371 0.871 -0.17
C -3.156 -0.578 0.203 0.66
C -2.929 0.586 -0.743 -1.23
F -4.230 -0.276 1.046 -0.44
C -1.594 0.733 2.745 0.97
S -0.064 1.491 3.335 -0.10
C -2.379 -0.125 3.755 -0.69
C -2.151 0.019 5.269 -1.12
C -1.305 -1.103 5.910 -0.44
C 0.120 -0.693 6.268 -0.02
C 0.809 -1.605 7.309 -1.28
C 2.031 -2.397 6.800 0.90
C 3.242 -2.190 7.708 -1.12
C 4.591 -2.813 7.270 -0.82
C 4.575 -3.837 6.134 -0.21
C 4.124 -5.207 6.624 -0.62
O 3.935 -6.158 5.598 -0.45
C 2.739 -5.976 4.881 -0.55
O -2.540 1.659 2.093 0.00
C -2.722 2.964 2.293 -0.21
Br -4.465 3.352 1.444 -0.06
I -1.259 4.173 1.206 0.40
I -2.906 3.641 4.338 0.15
H 0.149 -5.148 3.289 0.32
H -1.123 -3.942 3.362 0.56
H -0.099 -4.164 4.771 0.22
H 1.175 -3.332 2.134 0.45
H 1.682 -2.971 3.784 0.06
H 1.468 -0.115 0.839 0.29
H -0.680 0.572 0.817 0.48
H -0.534 -0.960 -1.226 0.65
H 0.579 -2.802 -2.262 -0.02
H 0.295 -5.125 -1.320 0.52
H -1.117 -5.375 0.700 0.53
H -3.491 -1.432 -0.389 0.16
H -2.331 1.389 -0.329 0.09
H -3.904 1.007 -0.983 0.51
H -2.498 0.231 -1.680 0.28
H -0.498 2.070 4.455 0.16
H -3.427 0.076 3.540 0.78
H -2.227 -1.168 3.486 0.31
H -1.714 0.973 5.554 0.27
H -3.134 -0.005 5.739 0.35
H -1.286 -1.972 5.252 -0.30
H -1.796 -1.392 6.842 0.82
H 0.113 0.329 6.656 0.51
H 0.743 -0.664 5.372 0.03
H 0.073 -2.290 7.731 0.44
H 1.149 -0.973 8.132 0.50
H 1.778 -3.459 6.760 -0.15
H 2.289 -2.087 5.785 -0.09
H 3.009 -2.539 8.716 0.34
H 3.383 -1.111 7.790 0.43
H 5.030 -3.328 8.129 0.26
H 5.284 -2.015 7.009 0.38
H 4.002 -3.497 5.272 0.03
H 5.605 -3.959 5.792 0.34
H 4.913 -5.617 7.257 0.33
H 3.217 -5.135 7.239 0.37
H 2.807 -5.140 4.180 0.18
H 1.896 -5.812 5.559 0.26
H 2.551 -6.890 4.321 0.35
O 0.689 -0.220 -3.238 -0.57
S 1.834 -0.491 -4.063 1.22
O 3.084 -0.799 -3.442 -0.68
O 2.008 0.681 -5.103 -0.26
C 2.102 2.038 -4.576 -0.11
C 3.439 2.333 -3.935 -1.05
C 1.436 -1.756 -5.219 -1.06
H 1.275 2.201 -3.884 0.29
H 1.941 2.672 -5.445 0.16
H 3.598 1.738 -3.038 0.34
H 3.475 3.387 -3.661 0.35
H 4.252 2.117 -4.628 0.29
H 0.490 -1.518 -5.696 0.32
H 1.357 -2.685 -4.657 0.39
H 2.240 -1.825 -5.945 0.39
O 0.743 7.484 -0.211 -0.65
S 0.754 6.947 -1.539 1.15
O 1.688 5.913 -1.864 -0.56
O 0.891 8.141 -2.572 -0.21
C 1.996 9.060 -2.394 -0.41
C 3.327 8.476 -2.817 -0.91
C -0.859 6.428 -1.995 -0.34
H 2.010 9.396 -1.357 0.36
H 1.732 9.912 -3.017 0.28
H 3.625 7.651 -2.172 0.29
H 4.092 9.251 -2.762 0.39
H 3.273 8.101 -3.838 0.18
H -1.571 7.213 -1.761 0.29
H -1.062 5.537 -1.402 0.08
H -0.861 6.191 -3.055 -0.06
O 1.749 4.850 -6.880 -0.57
S 1.331 6.143 -7.332 1.17
O 1.048 7.159 -6.367 -0.59
O 0.092 5.962 -8.304 -0.29
C -1.041 5.202 -7.814 -0.33
C -1.875 5.961 -6.805 -0.54
C 2.465 6.765 -8.521 -1.03
H -0.680 4.254 -7.412 0.29
H -1.618 4.984 -8.710 0.27
H -1.322 6.144 -5.885 -0.11
H -2.764 5.379 -6.563 0.40
H -2.181 6.925 -7.209 0.26
H 2.663 5.993 -9.258 0.33
H 3.372 7.020 -7.977 0.37
H 2.036 7.651 -8.979 0.35
O -3.137 -4.507 -4.606 -0.71
S -3.568 -4.836 -3.279 1.27
O -2.988 -5.968 -2.622 -0.63
O -5.147 -4.966 -3.277 -0.28
C -5.751 -5.860 -4.243 -0.37
C -5.581 -7.322 -3.888 -0.99
C -3.448 -3.435 -2.237 -0.55
H -5.348 -5.633 -5.231 0.34
H -6.802 -5.581 -4.239 0.27
H -4.538 -7.627 -3.933 0.30
H -6.150 -7.931 -4.591 0.39
H -5.943 -7.515 -2.878 0.27
H -3.901 -2.577 -2.729 0.43
H -2.391 -3.250 -2.055 -0.08
H -3.945 -3.653 -1.294 0.40

=====

# 2
23
Properties=species:S:1:pos:R:3:mulliken_charge:R:1 method="wB97M-V/def2-TZVPD" e_tot_ha=-330.41651 orbital_gap_ev=10.0 relative_energy_ev=1.399 smiles="C=CC=C.CC(C)N"
C 0.100 2.513 0.111 -0.80
C 0.226 1.717 -0.950 0.45
C 0.908 2.146 -2.170 -0.28
C 0.980 1.399 -3.273 -0.80
H 0.489 3.522 0.065 0.24
H -0.429 2.206 1.002 0.28
H -0.187 0.716 -0.948 0.12
H 1.393 3.115 -2.162 0.25
H 1.521 1.811 -4.116 0.25
H 0.530 0.422 -3.374 0.27
C -1.723 -1.636 0.627 -1.28
C -0.472 -2.085 1.384 0.66
C 0.825 -1.548 0.795 -1.27
N -0.523 -1.769 2.817 -0.65
H -1.731 -2.006 -0.401 0.33
H -2.610 -2.018 1.135 0.38
H -1.810 -0.546 0.589 0.24
H -0.417 -3.176 1.317 0.18
H 1.659 -2.047 1.290 0.35
H 0.854 -1.804 -0.264 0.34
H 0.979 -0.480 0.948 0.24
H -1.438 -1.977 3.181 0.25
H -0.389 -0.772 2.963 0.24

=====

# 3
25
Properties=species:S:1:pos:R:3:mulliken_charge:R:1 method="wB97M-V/def2-TZVPD" e_tot_ha=-442.97715 orbital_gap_ev=10.4 relative_energy_ev=2.724 smiles=CCCCN.O.O.O
C -0.203 2.086 2.571 -1.22
C -0.431 0.884 1.597 -0.34
C 0.792 -0.039 1.530 -0.65
C 1.860 0.443 0.487 -0.49
N 1.552 -0.300 -0.888 -0.61
H -0.887 2.907 2.551 0.41
H 0.795 2.492 2.575 0.30
H -0.470 1.860 3.666 0.30
H -1.327 0.381 1.895 0.35
H -0.773 1.189 0.618 0.30
H 1.263 -0.047 2.673 0.24
H 0.581 -1.081 1.237 0.33
H 2.943 0.313 0.791 0.33
H 1.938 1.499 0.442 0.31
H 0.510 -0.135 -1.096 0.24
H 2.041 0.149 -1.776 0.24
O -1.584 -5.785 -2.388 -0.62
H -1.666 -4.954 -2.008 0.29
H -0.590 -5.982 -2.203 0.33
O 0.832 -3.895 -2.624 -0.68
H 1.689 -4.249 -2.205 0.33
H 0.595 -2.976 -2.010 0.34
O -3.270 4.886 -1.504 -0.63
H -2.733 4.549 -2.184 0.31
H -3.460 5.805 -1.747 0.32

=====

# 4
16
Properties=species:S:1:pos:R:3:mulliken_charge:R:1 method="wB97M-V/def2-TZVPD" e_tot_ha=-400.14857 orbital_gap_ev=10.3 relative_energy_ev=1.984 smiles="N[C@@H](C=O)CO.O"
N -0.030 -1.063 2.247 -0.72
C -0.346 -0.419 0.986 0.41
C -0.391 1.061 1.272 -0.12
O -0.382 1.957 0.462 -0.52
C 0.675 -0.801 -0.136 -0.64
O 0.888 0.137 -1.168 -0.49
H 0.113 -2.073 2.152 0.26
H 0.813 -0.695 2.665 0.24
H -1.328 -0.768 0.681 0.29
H -0.401 1.342 2.340 0.37
H 0.338 -1.706 -0.629 0.31
H 1.615 -0.959 0.399 0.29
H 0.924 1.005 -0.744 0.33
O -0.765 1.054 -3.882 -0.64
H -0.444 0.311 -3.357 0.32
H -1.280 1.615 -3.288 0.32

=====

# 5
21
Properties=species:S:1:pos:R:3:mulliken_charge:R:1 method="wB97M-V/def2-TZVPD" e_tot_ha=-419.93417 orbital_gap_ev=10.1 relative_energy_ev=2.483 charge=+1
N 2.864 0.051 -0.063 -0.70
C 1.711 -0.454 -0.803 -0.34
C 0.721 0.719 -1.009 0.57
N -0.555 0.568 -1.231 0.05
C -1.072 -0.730 -1.615 -1.07
C -1.463 1.644 -1.001 -1.05
O 1.170 1.864 -0.635 -0.45
H 2.092 1.740 -0.338 0.42
H 3.578 0.232 -0.762 0.26
H 3.220 -0.628 0.594 0.25
H 1.224 -1.209 -0.185 0.45
H 1.924 -0.728 -1.847 0.31
H -0.461 -1.640 -1.583 0.41
H -2.007 -0.937 -1.101 0.38
H -1.140 -0.721 -2.725 0.37
H -1.097 2.657 -1.188 0.37
H -2.296 1.628 -1.703 0.41
H -1.947 1.731 -0.020 0.36
H -2.812 -2.433 5.576 0.33
H -1.693 -1.341 6.147 0.33
O -1.962 -2.013 5.494 -0.66